ORCA calculation (wB97M-V/def2-TZVPD) on a cluster of 14 separate species, C38H74Cl27N2O in total.

Summary:
- HOMO-LUMO gap (spin up / spin down): 0.3291 / 0.3493 Ha
- LUMO energy (spin up / spin down): 0.2404 / -0.1231 eV
- Multiplicity: 2
- Total charge: 0

```
142
Properties=species:S:1:pos:R:3:forces:R:3:lowdin_charge:R:1
Cl 4.034603 -0.319237 2.556585 0.001 0.130 0.144 0.570
Cl 5.539267 5.163728 -2.493538 0.037 0.037 0.110 0.534
Cl 7.112244 1.293293 -2.251163 0.085 -0.019 -0.165 0.546
Cl -1.754134 -3.813796 5.405017 -0.015 0.051 -0.042 0.542
Cl 7.893257 8.420104 0.980219 -0.042 0.085 -0.007 0.570
Cl 1.425131 -1.655682 4.311835 0.214 0.057 0.106 0.569
Cl 5.936610 -1.474306 6.916784 0.028 -0.038 0.057 0.528
Cl -3.810820 -6.044762 -1.571617 -0.085 -0.051 -0.009 0.528
Cl -9.024316 0.090620 -5.144932 0.057 -0.057 -0.171 0.523
Cl -1.299238 -6.593772 2.817675 -0.014 0.063 0.021 0.538
Cl 4.979999 3.041512 2.041209 -0.071 -0.140 0.091 0.553
Cl 6.105842 1.766937 7.985447 0.035 -0.001 0.072 0.531
Cl 3.934431 0.037277 -2.235093 -0.157 0.054 -0.207 0.538
Cl -3.908709 -7.930217 4.572925 -0.001 0.066 0.041 0.530
Cl 2.284548 6.202176 -2.562536 0.012 0.043 0.040 0.532
Cl 6.939086 -1.825066 0.465959 0.512 -0.512 0.546 0.635
Cl -1.260170 2.257882 -4.571436 0.061 0.005 0.116 0.542
Cl 8.103867 4.302698 2.613214 0.043 -0.066 0.041 0.536
Cl -6.273745 -1.775919 -4.353272 0.075 0.028 -0.047 0.526
Cl -5.271317 0.208778 -0.613956 1.287 0.585 0.015 0.572
Cl -1.537039 -8.586536 -1.785235 -0.049 -0.117 0.016 0.526
Cl 8.011356 -4.021896 -1.921613 -0.047 0.004 0.024 0.542
Cl 8.965528 6.223274 -1.407352 -0.057 -0.003 0.012 0.546
Cl -13.488316 0.725201 -3.120544 0.027 -0.035 0.028 0.532
Cl -10.364449 1.986387 -2.548537 -0.067 0.028 0.105 0.532
Cl -1.429402 -0.983361 -5.640098 -0.093 0.099 -0.177 0.587
Cl -4.504704 -1.947257 4.613356 -0.200 0.130 0.451 0.602
O -0.739037 -2.824829 0.112561 -2.403 1.746 -0.462 -0.060
N -1.688878 -1.895712 -0.089925 3.066 0.744 1.088 -0.131
N -4.822843 2.786296 1.399416 3.306 2.275 -3.853 0.078
C -3.797519 4.837496 0.163480 0.696 -0.437 -0.961 -0.092
C -3.443159 0.601048 -0.423729 1.130 0.924 -0.051 -0.645
C -3.384246 -8.374234 2.929584 0.099 -0.086 -0.341 -0.660
C -2.120616 -6.019760 -1.010043 0.374 0.053 0.089 -0.668
C -3.062431 -3.315981 6.505144 -0.219 0.072 0.199 -0.650
C -2.260708 0.423102 -6.349731 -0.160 0.193 -0.162 -0.644
C 5.936575 1.201348 6.305804 -0.063 -0.124 -0.368 -0.666
C 3.096253 5.146293 -3.744057 0.140 -0.231 -0.227 -0.661
C -11.578330 2.610416 -3.693029 -0.180 0.099 -0.214 -0.662
C -1.876306 -8.277094 2.761454 -0.088 -0.350 -0.034 -0.657
C -2.994943 0.120867 1.072968 0.963 0.661 0.384 -0.142
C -1.205562 -6.841331 -1.904071 0.069 0.458 0.011 -0.658
C 5.914042 1.430141 -0.941459 -0.313 -0.098 0.380 -0.685
C 8.621641 -2.128840 -0.030499 0.500 -0.111 -0.117 -0.619
C -3.127175 2.231329 -0.622924 -1.566 -0.497 -0.167 -0.137
C 8.735592 -2.446703 -1.512919 0.095 0.281 0.022 -0.658
C 3.457534 -2.002559 2.500363 -0.182 -0.524 -0.008 -0.619
C 9.575813 8.116329 0.483760 0.406 -0.068 -0.104 -0.645
C -7.582043 -1.278104 -3.253144 -0.295 0.141 0.239 -0.677
C -12.997899 2.435757 -3.177366 0.087 0.334 -0.014 -0.667
C -1.429438 1.692293 -6.251079 -0.065 -0.139 -0.427 -0.654
C 5.105305 -0.067844 6.207151 -0.174 0.277 -0.187 -0.673
C -0.715008 -1.728938 -2.424278 0.134 1.693 -0.610 -0.090
C -1.221317 -1.262355 2.453672 -0.858 -0.193 0.718 -0.099
C 6.889986 4.926728 1.468723 -0.305 0.137 -0.257 -0.686
C 4.134986 4.246699 -3.093401 -0.253 -0.195 -0.156 -0.668
C 5.029761 0.197556 -0.839620 0.106 0.145 0.159 -0.722
C 5.470417 4.752068 1.984385 0.173 0.467 -0.050 -0.637
C 1.949594 -2.099699 2.668494 0.203 -0.030 -0.282 -0.654
C -3.457852 -2.409914 1.653140 -0.045 -0.840 -0.840 -0.083
C -3.985223 3.191149 0.390111 -1.687 0.771 2.308 -0.311
C -0.106607 0.160400 -0.693935 -0.892 1.037 -0.004 -0.025
C -8.932118 -1.227583 -3.950519 -0.008 -0.274 0.268 -0.660
C 9.689764 7.798467 -0.998659 0.120 0.273 0.058 -0.652
C -2.681562 -0.150249 -1.663953 -0.600 -1.377 0.672 -0.132
C -1.311539 -0.865668 -1.119993 0.903 -0.721 -3.185 -0.406
C -4.412506 -3.265460 5.807769 -0.018 -0.234 0.287 -0.633
C -2.268607 -1.334423 1.174713 -1.913 -0.818 2.611 -0.394
H 0.977411 -0.229638 -0.919115 -2.278 0.532 0.557 0.079
H -9.723449 -1.045644 -3.217255 0.181 0.063 -0.056 0.059
H -1.802130 -4.973077 -1.012620 0.029 -0.152 -0.017 0.051
H 4.515925 3.527987 -3.825058 -0.076 0.143 0.075 0.076
H 5.323441 2.335410 -1.114360 0.159 -0.203 -0.022 0.031
H 4.398627 0.264623 0.051533 0.155 0.124 -0.199 0.005
H -7.314513 -0.307142 -2.824337 -0.045 -0.187 -0.187 0.041
H -2.210720 0.925334 1.476782 -1.641 -1.594 -0.998 0.124
H 3.749157 -2.405262 1.525729 -0.117 0.086 0.105 0.072
H 5.623701 -0.719147 -0.767559 -0.516 0.702 -0.436 -0.061
H -2.449131 0.182057 -7.400150 0.097 0.114 0.148 0.074
H 9.205320 8.564149 -1.612944 0.014 -0.202 0.195 0.072
H -2.535074 0.524128 -2.623386 -0.021 -1.178 2.248 0.096
H -0.665644 -2.288546 2.664224 -1.302 2.309 -0.786 0.063
H -3.227067 0.534779 -5.847755 0.254 -0.016 -0.021 0.071
H -13.700357 2.944952 -3.843998 0.177 -0.097 0.038 0.072
H 8.251149 -1.681021 -2.127205 0.020 -0.170 0.198 0.049
H -4.539690 -1.916538 1.581286 2.445 -1.064 0.316 0.075
H -5.183520 3.693471 1.817700 0.432 -1.335 -0.535 0.051
H -4.814678 5.418120 0.171020 1.868 -1.350 0.148 0.080
H -1.911775 -1.089552 3.412040 1.478 -0.292 -2.100 0.084
H -3.090807 -4.049603 7.316390 -0.068 0.069 -0.182 0.073
H -0.425942 1.548691 -6.664103 -0.209 -0.046 0.191 0.071
H -11.361843 3.673413 -3.834993 -0.099 -0.151 0.097 0.073
H 9.970655 7.302953 1.100797 -0.176 0.106 -0.175 0.072
H -5.203837 -3.083521 6.541033 0.190 0.004 -0.060 0.072
H -1.518208 -2.435559 -2.905950 1.614 1.171 1.209 0.085
H -13.115643 2.856595 -2.173750 0.105 -0.174 -0.197 0.069
H -9.154843 -2.167751 -4.465087 0.144 0.243 0.039 0.070
H -3.469350 -3.347812 0.915251 0.110 2.051 1.541 0.091
H -3.405801 -1.032699 -2.013175 1.687 1.830 0.788 0.120
H -4.635230 -4.205629 5.293201 0.160 0.215 0.039 0.070
H -2.794901 -2.345019 6.933951 -0.073 -0.173 -0.199 0.071
H -0.276147 1.153552 -1.334419 0.512 -2.175 1.273 0.091
H 9.789299 -2.498541 -1.802741 -0.150 0.000 0.159 0.075
H -2.101394 -6.378586 0.023968 -0.008 0.040 -0.257 0.026
H 3.985587 -2.568888 3.274086 -0.126 0.213 -0.104 0.076
H 2.317501 4.536374 -4.211678 0.145 0.019 0.146 0.070
H -1.300567 -6.548088 -2.954402 -0.089 -0.114 0.243 0.070
H 0.315975 -2.235719 -2.200531 -2.263 0.756 -0.224 0.088
H -0.487528 -0.351135 2.423710 -1.242 -1.820 -0.162 0.070
H -3.070546 5.302314 0.963486 -1.498 -1.076 -1.475 0.085
H -0.163753 -6.695335 -1.603331 -0.214 0.005 0.046 0.074
H 7.106473 5.989724 1.326758 -0.128 -0.249 0.059 -0.007
H 9.016482 -2.942217 0.586536 -0.182 0.122 -0.179 0.072
H -1.967572 2.445799 -0.570047 -2.383 -0.500 0.185 0.125
H 3.712407 3.685705 -2.253750 0.030 0.199 -0.163 0.059
H -3.712207 -9.404218 2.760597 0.143 0.147 0.048 0.074
H 6.940070 1.057746 5.892779 -0.219 -0.039 0.165 0.071
H -1.584684 -8.679797 1.786818 -0.145 0.071 0.097 0.062
H -3.235937 -2.816390 2.728828 -0.493 0.883 -2.349 0.008
H -0.492707 -0.891931 -3.246490 -0.452 -1.833 1.843 0.035
H 5.352671 5.172905 2.988001 0.096 -0.189 -0.186 0.073
H 3.541457 5.780573 -4.517164 -0.030 -0.098 0.263 0.071
H 9.188672 -1.221783 0.199388 -0.143 -0.105 -0.119 0.078
H -0.241974 0.478922 0.424238 0.510 -0.644 -2.075 0.071
H -1.348254 -8.843423 3.535175 -0.171 0.199 -0.098 0.071
H 4.138946 0.043834 6.709128 0.275 -0.012 -0.029 0.072
H 6.474809 1.562660 -0.011349 -0.128 -0.110 -0.149 0.047
H 1.422954 -1.454211 1.958353 0.176 -0.129 0.177 0.045
H -3.301040 5.029047 -0.898105 -1.024 -0.379 2.217 0.078
H -11.433023 2.102700 -4.651889 -0.027 -0.013 0.268 0.054
H -3.455100 2.457165 -1.746916 0.592 -0.181 2.471 0.127
H -3.878648 0.144244 1.874926 1.880 0.027 -2.168 0.125
H 7.035293 4.419011 0.509862 -0.058 0.045 0.238 0.046
H 10.142843 9.023387 0.713648 -0.123 -0.119 -0.115 0.073
H -7.610419 -2.011726 -2.441899 -0.044 0.082 -0.175 0.076
H 4.767958 5.261263 1.317753 0.184 -0.103 0.015 0.074
H 5.451291 2.007371 5.747278 0.000 -0.185 0.080 0.068
H 4.916883 -0.308888 5.156734 0.098 0.124 0.186 0.013
H 10.743472 7.746629 -1.288480 -0.152 -0.012 0.148 0.073
H -3.910886 -7.728746 2.219443 0.170 -0.059 0.195 0.069
H -1.914722 2.498316 -6.809605 -0.003 -0.167 0.124 0.073
H 1.621633 -3.129683 2.499507 0.128 0.141 0.002 0.083
```
Forces are in eV/Å.